Entry 1:
Here is a structure of composition C2BaF6NO3S2 in a non-equilibrium geometry from OMol25. Energies are from ωB97M-V/def2-TZVPD.

Calculated values
HOMO (spin up / spin down) (hartree): -0.3102 / -0.3043
2S+1: 2
Orbital gap (spin up / spin down) (eV): 7.03 / 6.40

XYZ file:
```
15
Properties=species:S:1:pos:R:3:mulliken_spin:R:1
O 1.954 1.536 -0.736 0.0127
Ba 0.500 1.908 1.268 -0.0076
N -0.327 -0.761 0.542 0.6584
S 1.503 -0.089 -1.280 0.2036
C 2.867 -1.181 -0.661 0.0010
F 2.581 -2.436 -0.980 0.0001
F 3.060 -1.096 0.641 0.0000
F 4.005 -0.837 -1.261 0.0044
S -1.809 -0.424 0.794 0.0134
O -1.933 1.078 1.083 0.0208
O -2.567 -1.254 1.741 0.0992
C -2.811 -0.592 -0.776 -0.0053
F -2.408 0.275 -1.692 -0.0017
F -2.666 -1.822 -1.248 0.0007
F -4.093 -0.375 -0.522 0.0002
```

Entry 2:
Here is a cluster of 2 separate species, C2Br2Cl2S in total in a non-equilibrium geometry from OMol25. Energies are from ωB97M-V/def2-TZVPD.

Calculated values
HOMO (hartree): -0.3299
2S+1: 1
Orbital gap (eV): 7.86

XYZ file:
```
7
Properties=species:S:1:pos:R:3:mulliken_charge:R:1
C -1.632 0.222 1.185 0.1727
C 1.156 -0.439 -0.342 0.0062
S -1.393 1.550 0.443 0.0807
Cl 1.930 0.521 0.666 0.0769
Cl -0.599 1.603 -1.496 -0.2036
Br -1.711 -1.629 0.712 0.0056
Br 2.248 -1.829 -1.168 -0.1385
```

Entry 3:
Here is a structure of composition C2Br2N2O in a non-equilibrium geometry from OMol25. Energies are from ωB97M-V/def2-TZVPD.

Calculated values
HOMO (hartree): -0.3282
2S+1: 1
Orbital gap (eV): 8.29

XYZ file:
```
7
Properties=species:S:1:pos:R:3:mulliken_charge:R:1
C -0.497 -0.580 0.856 0.1458
C -1.773 1.462 -0.503 0.1037
N 0.509 -0.314 0.259 0.5141
N 1.656 0.078 0.086 -0.6595
O -0.874 1.421 -1.198 -0.1676
Br -2.069 -1.005 0.242 0.0597
Br 3.048 -1.063 0.259 0.0037
```

What did the first record say?
Here is a structure of composition C2BaF6NO3S2 in a non-equilibrium geometry from OMol25. Energies are from ωB97M-V/def2-TZVPD.

Calculated values
HOMO (spin up / spin down) (hartree): -0.3102 / -0.3043
2S+1: 2
Orbital gap (spin up / spin down) (eV): 7.03 / 6.40

XYZ file:
```
15
Properties=species:S:1:pos:R:3:mulliken_spin:R:1
O 1.954 1.536 -0.736 0.0127
Ba 0.500 1.908 1.268 -0.0076
N -0.327 -0.761 0.542 0.6584
S 1.503 -0.089 -1.280 0.2036
C 2.867 -1.181 -0.661 0.0010
F 2.581 -2.436 -0.980 0.0001
F 3.060 -1.096 0.641 0.0000
F 4.005 -0.837 -1.261 0.0044
S -1.809 -0.424 0.794 0.0134
O -1.933 1.078 1.083 0.0208
O -2.567 -1.254 1.741 0.0992
C -2.811 -0.592 -0.776 -0.0053
F -2.408 0.275 -1.692 -0.0017
F -2.666 -1.822 -1.248 0.0007
F -4.093 -0.375 -0.522 0.0002
```